(1)
A 11-piece molecular cluster, C24H73N3O15 overall, computed with ωB97M-V/def2-TZVPD.

Each line ends with the Löwdin charge.
Geometry (Å):
1 C 14.570 -11.517 10.226  -0.1149
2 O 15.720 -11.312 9.462  -0.1746
3 C 15.896 -9.974 9.064  -0.2271
4 C 14.979 -9.530 7.938  -0.4496
5 C 15.148 -10.377 6.673  -0.0547
6 N 15.145 -8.091 7.590  0.0324
7 H 14.614 -10.986 11.197  0.1004
8 H 14.590 -12.545 10.609  0.0800
9 H 13.671 -11.304 9.652  0.0719
10 H 15.771 -9.313 9.948  0.1260
11 H 16.945 -9.776 8.801  0.1315
12 H 13.929 -9.652 8.229  0.1254
13 H 16.149 -10.242 6.260  0.0811
14 H 14.384 -10.044 5.980  0.0754
15 H 15.048 -11.430 6.936  0.0696
16 H 14.751 -7.536 8.355  0.0689
17 H 16.149 -7.883 7.687  0.0720
18 C 5.318 -17.039 3.902  -0.1057
19 O 4.750 -18.137 4.594  -0.1747
20 C 4.635 -17.887 5.981  -0.2199
21 C 4.052 -19.111 6.676  -0.3576
22 C 2.573 -19.370 6.323  -0.0540
23 N 4.197 -18.985 8.205  0.0535
24 H 4.910 -16.960 2.892  0.0852
25 H 6.407 -17.149 3.891  0.0723
26 H 5.071 -16.067 4.352  0.0879
27 H 5.658 -17.766 6.394  0.1228
28 H 4.101 -16.959 6.222  0.1338
29 H 4.646 -19.990 6.383  0.1337
30 H 2.160 -20.223 6.860  0.0682
31 H 2.443 -19.550 5.253  0.0752
32 H 2.006 -18.464 6.564  0.0779
33 H 4.622 -19.858 8.514  0.0498
34 H 5.009 -18.366 8.347  0.0775
35 C 10.448 -12.338 9.710  -0.0665
36 O 9.742 -13.146 10.637  -0.2386
37 C 8.558 -13.722 10.165  -0.2047
38 C 7.694 -13.917 11.387  -0.4082
39 C 6.249 -14.177 10.956  -0.0449
40 N 7.759 -12.784 12.340  0.0766
41 H 11.489 -12.263 10.016  0.0758
42 H 9.989 -11.346 9.609  0.0867
43 H 10.451 -12.776 8.695  0.0965
44 H 8.059 -13.072 9.433  0.1387
45 H 8.780 -14.696 9.711  0.1331
46 H 7.967 -14.881 11.833  0.1156
47 H 5.772 -13.261 10.578  0.0842
48 H 5.651 -14.650 11.726  0.0776
49 H 6.255 -14.826 10.066  0.0843
50 H 8.759 -12.566 12.414  0.0755
51 H 7.406 -11.975 11.826  0.0664
52 O 7.558 -7.398 9.953  -0.0570
53 C 8.573 -8.169 10.580  -0.2636
54 C 8.016 -9.256 11.448  -0.2238
55 O 9.093 -10.055 12.041  -0.0847
56 H 7.206 -6.753 10.568  0.0846
57 H 9.278 -8.534 9.839  0.1181
58 H 9.153 -7.476 11.215  0.1245
59 H 7.439 -9.970 10.840  0.1141
60 H 7.297 -8.887 12.187  0.1277
61 H 9.323 -9.637 12.879  0.0898
62 O 1.096 -19.981 9.910  -0.0724
63 C 0.447 -18.750 10.184  -0.2610
64 C 1.445 -17.648 10.349  -0.2835
65 O 2.072 -17.359 9.137  -0.1058
66 H 1.505 -19.922 9.038  0.0506
67 H -0.364 -18.560 9.472  0.1189
68 H -0.075 -18.933 11.132  0.1168
69 H 2.207 -17.963 11.066  0.1212
70 H 0.958 -16.741 10.724  0.1172
71 H 2.800 -18.018 8.998  0.0306
72 O 6.088 -20.801 9.623  -0.0819
73 C 7.329 -20.799 8.904  -0.2268
74 C 8.282 -19.698 9.293  -0.2963
75 O 7.689 -18.456 9.538  -0.0722
76 H 6.287 -20.788 10.569  0.0987
77 H 7.825 -21.776 8.908  0.1183
78 H 7.012 -20.668 7.858  0.1153
79 H 9.105 -19.619 8.570  0.1141
80 H 8.785 -20.032 10.226  0.1214
81 H 8.494 -17.952 9.814  0.0641
82 O 9.024 -14.105 15.078  -0.0840
83 C 8.122 -14.754 15.965  -0.2401
84 C 6.717 -14.727 15.368  -0.2756
85 O 6.393 -13.488 14.812  -0.0833
86 H 9.916 -14.302 15.376  0.0799
87 H 8.407 -15.808 16.105  0.1173
88 H 8.099 -14.281 16.955  0.1147
89 H 6.006 -14.878 16.182  0.1166
90 H 6.596 -15.564 14.663  0.1124
91 H 7.054 -13.268 14.118  0.0338
92 C 9.689 -16.392 5.900  -0.1524
93 O 8.678 -17.360 5.637  -0.1235
94 H 10.515 -16.810 6.487  0.0609
95 H 10.130 -15.986 4.982  0.0797
96 H 9.239 -15.558 6.441  0.0720
97 H 8.788 -17.699 4.747  0.0674
98 C 11.523 -18.435 9.512  -0.1453
99 O 10.364 -17.919 10.141  -0.1675
100 H 11.774 -17.971 8.556  0.0687
101 H 12.408 -18.338 10.164  0.0877
102 H 11.426 -19.520 9.417  0.0773
103 H 10.618 -16.973 10.353  0.0612
104 C 10.471 -15.826 12.569  -0.1082
105 O 11.063 -15.507 11.298  -0.1481
106 H 10.497 -14.978 13.255  0.0682
107 H 9.416 -16.118 12.460  0.0733
108 H 10.969 -16.715 12.944  0.0889
109 H 10.627 -14.733 10.881  0.0531
110 C 13.616 -14.932 8.449  -0.1453
111 O 13.858 -15.461 9.753  -0.1225
112 H 14.554 -14.898 7.885  0.0805
113 H 12.957 -15.624 7.921  0.0641
114 H 13.126 -13.957 8.490  0.0625
115 H 14.194 -14.720 10.267  0.0500

For the HOMO energy, the calculation gives -9.01 eV. Its total charge is 0. The value obtained for the energy above the lowest of the compared OMol25 structures with the same formula, charge and spin is 9.96 kcal per mole. Its SMILES is COC[C@H](C)N.COC[C@H](C)N.COC[C@H](C)N.OCCO.OCCO.OCCO.OCCO.CO.CO.CO.CO. The spin multiplicity is 1.

***

(2)
A 2-piece molecular cluster, C6H14S2 overall, computed with ωB97M-V/def2-TZVPD.

Each line ends with the Löwdin charge.
Geometry (Å):
1 C 0.690 0.982 2.022  -0.0160
2 C 0.309 1.588 0.903  -0.2155
3 C -0.931 1.270 0.132  -0.3040
4 C -1.822 2.521 0.010  -0.1114
5 H 1.559 1.290 2.587  0.0529
6 H 0.116 0.131 2.371  0.0582
7 H 0.856 2.450 0.523  0.1055
8 H -0.672 0.955 -0.881  0.0957
9 H -1.496 0.483 0.629  0.0834
10 H -1.483 3.176 -0.794  0.0696
11 H -2.847 2.259 -0.263  0.0653
12 H -1.875 3.019 0.980  0.0726
13 C 2.761 -1.532 0.118  -0.4665
14 S 1.698 -2.127 -1.227  0.4276
15 S -0.189 -2.079 -0.353  0.4259
16 C -1.230 -2.504 -1.745  -0.4853
17 H 2.408 -0.575 0.496  0.0021
18 H 2.869 -2.286 0.891  0.0311
19 H 3.701 -1.355 -0.404  0.0262
20 H -1.459 -3.565 -1.740  0.0257
21 H -2.141 -1.932 -1.559  0.0262
22 H -0.822 -2.169 -2.697  0.0304

For the HOMO energy, the calculation gives -7.65 eV. Its total charge is 0. The value obtained for the energy above the lowest of the compared OMol25 structures with the same formula, charge and spin is 26.63 kcal per mole. Its SMILES is C=CCC.CSSC. The spin multiplicity is 1.

***

(3)
C33H37CaF6N5S3Sb as an isolated structure, computed with ωB97M-V/def2-TZVPD.

Each line ends with the Löwdin charge.
Geometry (Å):
1 Ca -1.241 -0.634 -0.322  1.0173
2 C -4.461 0.059 1.325  -0.0964
3 N -3.324 0.987 1.265  -0.1743
4 C -2.789 1.273 2.582  -0.2080
5 C -2.020 0.109 3.156  -0.1907
6 N -0.749 -0.202 2.463  -0.1784
7 C 0.173 0.922 2.620  -0.0943
8 C -0.272 -1.444 3.030  -0.2941
9 C 0.774 -1.453 3.945  -0.0578
10 C 1.193 -2.629 4.555  -0.1237
11 C 0.525 -3.810 4.265  -0.1298
12 C -0.512 -3.811 3.346  -0.1561
13 C -0.922 -2.653 2.669  -0.6844
14 S -2.133 -2.760 1.415  0.5185
15 C -3.691 2.158 0.524  -0.3166
16 C -4.109 3.316 1.174  -0.0827
17 C -4.429 4.468 0.465  -0.1357
18 C -4.343 4.442 -0.921  -0.1267
19 C -3.971 3.278 -1.574  -0.1340
20 C -3.652 2.098 -0.884  -0.6644
21 S -3.278 0.634 -1.751  0.5047
22 H -5.269 0.485 1.944  0.0889
23 H -4.151 -0.903 1.726  0.0231
24 H -4.823 -0.105 0.311  0.0531
25 H -3.585 1.516 3.308  0.1160
26 H -2.154 2.159 2.511  0.1073
27 H -2.634 -0.790 3.133  0.0766
28 H -1.789 0.334 4.209  0.1262
29 H 0.255 1.254 3.667  0.0885
30 H -0.166 1.756 2.013  0.0524
31 H 1.163 0.648 2.264  0.0780
32 H 1.285 -0.527 4.181  0.0907
33 H 2.027 -2.615 5.249  0.0826
34 H 0.825 -4.741 4.734  0.0873
35 H -1.007 -4.740 3.084  0.0876
36 H -4.167 3.328 2.257  0.0975
37 H -4.732 5.366 0.991  0.0815
38 H -4.563 5.333 -1.500  0.0859
39 H -3.907 3.256 -2.655  0.0868
40 N 2.701 1.792 -1.966  0.1035
41 C 3.289 0.842 -2.764  -0.2464
42 C 4.468 1.134 -3.465  -0.0401
43 C 5.029 0.198 -4.312  -0.1124
44 C 4.437 -1.051 -4.486  -0.1069
45 C 3.278 -1.345 -3.786  -0.1031
46 C 2.719 -0.421 -2.919  -0.3089
47 S 1.166 -0.857 -2.134  1.0088
48 N 0.894 0.462 -1.118  -0.2681
49 C 1.512 1.635 -1.243  -0.3485
50 C 1.006 2.797 -0.601  -0.2345
51 C 1.765 4.001 -0.479  -0.0638
52 C 1.179 5.126 0.042  -0.1282
53 C -0.158 5.080 0.454  -0.0995
54 C -0.808 3.849 0.368  -0.1628
55 N -0.273 2.736 -0.106  0.1032
56 H 3.020 2.732 -2.087  0.1060
57 H 4.931 2.108 -3.337  0.1024
58 H 5.938 0.447 -4.847  0.0910
59 H 4.868 -1.779 -5.162  0.0919
60 H 2.778 -2.303 -3.900  0.1174
61 H 2.816 4.043 -0.744  0.0844
62 H 1.761 6.036 0.139  0.0874
63 H -0.678 5.943 0.847  0.0786
64 H -1.836 3.769 0.707  0.0738
65 F -1.915 -2.462 -1.963  -0.4529
66 Sb -2.040 -3.060 -3.795  1.3455
67 F -3.884 -2.681 -3.827  -0.3674
68 F -2.409 -4.807 -3.184  -0.3714
69 F -2.109 -3.677 -5.581  -0.3851
70 F -0.183 -3.444 -3.718  -0.3757
71 F -1.643 -1.313 -4.373  -0.3750
72 C 3.515 -3.216 -1.076  -0.0712
73 C 2.399 -2.558 -0.243  -0.6400
74 C 1.917 -3.601 0.767  -0.0576
75 C 3.004 -1.373 0.507  -0.0530
76 C 1.200 -2.161 -1.104  -0.4196
77 H 4.266 -3.659 -0.412  0.0734
78 H 4.023 -2.495 -1.718  0.0574
79 H 3.103 -4.010 -1.706  0.0855
80 H 2.750 -3.957 1.383  0.0817
81 H 1.474 -4.461 0.255  0.0940
82 H 1.157 -3.188 1.423  0.0517
83 H 3.831 -1.716 1.139  0.0832
84 H 2.258 -0.903 1.143  0.0587
85 H 3.393 -0.610 -0.174  0.0719
86 H 0.715 -2.986 -1.614  0.0383

Its expectation value of S² is 0.77. For the HOMO energy (alpha / beta), the calculation gives -0.66 / -2.06 eV. Its total charge is -2. The spin multiplicity is 2.

***

(4)
C4H8O as an isolated structure, computed with ωB97M-V/def2-TZVPD.

Each line ends with the Löwdin charge.
Geometry (Å):
1 C -1.076 0.580 1.053  -0.0615
2 C 0.205 -0.164 0.397  -0.2520
3 C 0.096 -1.121 -0.784  -0.1202
4 C 1.108 0.656 -0.741  -0.2299
5 H -1.635 -0.165 1.755  0.1033
6 H -1.644 0.771 0.277  -0.0061
7 H -0.751 1.343 1.718  0.0543
8 H 0.686 -0.673 1.370  0.1558
9 H -0.875 -1.333 -1.287  0.1255
10 H 0.353 -2.143 -0.741  0.0858
11 H 1.974 1.238 -0.429  0.0982
12 H 0.245 1.482 -1.100  0.1575
13 O 1.313 -0.470 -1.487  -0.1108

For the HOMO energy, the calculation gives -9.44 eV. Its total charge is 0. The value obtained for the energy above the lowest of the compared OMol25 structures with the same formula, charge and spin is 77.36 kcal per mole. The spin multiplicity is 1.

***

> Among the records above, which one has the lowest total charge?

C33H37CaF6N5S3Sb

***

> What is the total charge in the second record?

0